# 1
DFT (wB97M-V/def2-TZVPD) results for a 2-piece molecular cluster, C28H25ClNO2 overall at a distorted geometry.

Geometry (Å):
H -3.691 1.783 1.111
C -3.579 -1.346 -1.908
H 0.043 1.764 -1.523
H 0.282 3.446 1.371
C -3.493 0.022 -1.621
H 2.302 2.166 -2.003
C -2.256 -0.837 2.732
C 4.167 -0.674 -1.716
C 3.131 -1.597 -1.427
H 1.059 -1.861 -1.022
C 2.551 1.121 -1.820
H -5.473 -1.728 -2.873
C -4.677 -0.078 1.557
C -1.159 -1.426 -2.129
C -4.919 -2.007 -1.966
H -0.271 -1.971 -2.442
O -1.411 2.431 1.273
H 4.671 1.396 -2.077
N 1.238 1.733 2.184
C -3.352 -1.707 2.747
C 1.482 0.204 -1.574
H 2.377 0.202 3.042
H -2.201 1.690 -1.215
C -1.179 1.339 1.855
H -2.463 -3.133 -2.329
H 3.380 -2.656 -1.318
C 0.119 0.925 2.232
H -5.534 -1.720 -1.106
C -1.048 -0.056 -1.735
C -2.346 0.405 2.083
C 0.154 0.680 -1.586
H -5.414 -2.022 2.141
O 5.468 -1.030 -1.873
C -2.393 -2.060 -2.135
C 1.223 3.034 1.700
H 4.510 3.834 2.033
H -4.404 0.595 -1.440
C 2.396 3.760 1.608
C 3.600 1.944 2.590
H 5.329 -3.020 -2.594
H -5.607 0.236 1.086
H 0.298 -0.082 2.604
H -4.808 -3.094 -1.960
C -4.560 -1.342 2.148
H -1.324 -1.116 3.223
Cl 2.336 5.327 0.912
C 3.855 0.704 -1.875
H 4.503 1.481 2.981
H 5.607 -2.863 -0.824
C 1.830 -1.151 -1.311
C -2.269 0.643 -1.507
C 3.606 3.240 2.070
C 5.828 -2.432 -1.810
H 6.902 -2.416 -1.981
C 2.437 1.210 2.634
H -3.264 -2.686 3.223
C -3.588 0.795 1.560

Cartesian forces (eV/Å) of the 3 atoms listed first:
0.18 -0.26 0.11
0.06 0.41 0.17
-0.07 -0.15 0.05

Highest occupied orbital energy = -9.902 eV
Charge = +1
Gap between HOMO and LUMO = 4.8 eV

=====

# 2
DFT (wB97M-V/def2-TZVPD) results for a 3-piece molecular cluster, CH7NO3 overall at a distorted geometry.

Geometry (Å):
H -1.545 0.317 2.361
O 0.167 -2.013 -0.061
O -0.951 1.997 -4.689
H -1.308 1.346 -5.312
O 1.451 -0.249 1.845
H -0.364 1.363 -4.247
C 0.434 0.169 2.358
H 0.537 -1.169 0.237
N -0.774 0.117 1.744
H 0.834 -2.174 -0.745
H -0.865 -0.022 0.765
H 0.404 0.679 3.331

Cartesian forces (eV/Å) of the 3 atoms listed first:
-0.34 0.12 -0.69
0.59 0.53 -0.77
0.25 -1.35 -0.17

SMILES = NC=O.O.O
Highest occupied orbital energy = -10.502 eV
Charge = 0
Gap between HOMO and LUMO = 11.0 eV

=====

# 3
DFT (wB97M-V/def2-TZVPD) results for one molecule with the formula C2H2N4OS at a distorted geometry.

Geometry (Å):
N -0.339 0.455 -0.096
C -1.689 0.629 0.201
N 0.690 1.443 -0.092
H -0.181 -1.615 -0.337
C 1.639 -0.583 0.051
H -2.015 1.664 0.307
N 0.327 -0.705 0.115
N 1.832 0.850 -0.081
S -2.763 -0.682 -0.071
O 2.498 -1.454 0.003

Cartesian forces (eV/Å) of the 3 atoms listed first:
1.22 1.40 1.24
-0.80 -2.41 -1.98
1.11 -1.60 -0.13

SMILES = O=c1nnn(C=S)[nH]1
Highest occupied orbital energy = -9.861 eV
Charge = 0
Gap between HOMO and LUMO = 8.0 eV

=====

# 4
DFT (wB97M-V/def2-TZVPD) results for C8H27O6Ti2 as an isolated structure at a distorted geometry.

Geometry (Å):
H 2.047 -6.737 19.970
H 5.857 -4.455 23.307
H 1.709 -5.892 24.460
C 2.297 -9.667 23.039
H 4.014 -5.604 20.142
H 5.491 -6.549 25.273
Ti -0.912 -7.020 20.262
H 1.582 -9.574 23.866
O 0.030 -7.070 24.237
H 3.788 -6.109 25.179
C 3.912 -6.353 19.343
C 4.590 -6.646 24.667
H 0.973 -5.062 26.704
H 0.281 -7.122 23.311
H 4.487 -6.630 17.283
H 3.105 -8.938 23.200
H 4.312 -7.703 24.658
O 0.970 -6.667 21.366
H 3.920 -6.352 22.635
H 1.481 -8.587 21.642
C 2.105 -2.707 23.216
H -0.384 -6.215 26.650
C 4.779 -6.105 23.269
H 5.646 -6.556 22.781
H 3.848 -5.043 17.678
C 0.654 -5.918 24.785
Ti 0.924 -4.431 20.697
H 3.386 -4.070 22.651
H 4.406 -7.280 19.654
H 2.741 -1.839 23.044
H 5.473 -5.427 18.169
H 2.192 -2.998 24.266
O 2.486 -3.801 22.362
H 2.732 -10.663 23.098
C 4.481 -5.859 18.047
H 1.274 -6.806 26.618
H 0.172 -4.995 24.428
C 0.617 -6.004 26.281
O 4.920 -4.665 23.272
H 1.062 -2.434 23.054
H 1.544 -6.311 22.053
O 2.528 -6.635 19.130
O 1.690 -9.515 21.776

Cartesian forces (eV/Å) of the 3 atoms listed first:
0.48 -0.48 0.03
-0.05 0.20 0.01
-0.11 0.16 -0.01

Highest occupied orbital energy (alpha / beta) = -9.819 / -12.589 eV
Spin multiplicity = 7
⟨S²⟩ = 12.003
Charge = +1
Gap between HOMO and LUMO (alpha / beta) = 6.0 / 8.5 eV

=====

# 5
DFT (wB97M-V/def2-TZVPD) results for C17H32GeNO3Ru as an isolated structure at a distorted geometry.

Geometry (Å):
H -1.349 -1.485 3.564
C -0.821 -1.958 -3.284
H 0.087 -4.294 -2.189
H 5.532 -0.333 3.127
H 1.155 2.223 -3.006
H 0.626 4.287 -0.528
H -0.451 -2.695 -3.994
H -1.522 -3.825 -1.504
C 2.742 1.053 1.849
H -3.570 1.362 2.333
C -0.082 -2.090 -1.940
H 4.451 -2.368 2.141
H 2.215 1.995 1.755
C 4.585 -0.254 2.605
O -0.533 1.268 -1.249
H -1.952 1.554 3.041
C -1.085 -1.025 2.607
H -0.605 -0.959 -3.678
H -2.288 3.146 -0.689
H -3.036 -1.980 0.831
H 1.725 -0.940 -1.881
C 0.566 3.203 -0.433
C 0.238 2.814 -2.996
H -0.726 -1.852 1.976
H -1.898 -2.105 -3.187
C 3.952 0.986 2.489
C -2.749 0.839 2.822
H -0.058 -3.810 -0.445
H 4.391 1.887 2.897
C 1.435 -1.986 -2.003
H 0.416 3.885 -3.084
H -0.269 -0.319 2.898
C -1.751 3.349 -1.622
C 3.984 -1.394 2.064
C -0.352 2.597 -1.452
H -1.544 4.411 -1.736
H 2.265 -2.137 1.026
C -2.252 -0.301 1.964
H 0.168 2.992 0.566
H -2.327 3.009 -2.480
C -3.369 -1.237 1.564
H -3.120 0.435 3.765
H -3.733 -1.777 2.439
H 1.779 -2.337 -2.977
Ru 0.259 0.120 0.660
H -4.214 -0.675 1.159
O -0.625 -1.298 -0.981
C -0.446 -3.691 -1.453
Ge -2.178 0.060 -1.263
H 1.935 -2.597 -1.251
C 2.774 -1.275 1.436
O -1.657 0.299 0.713
H -0.461 2.477 -3.755
H 1.579 2.808 -0.549
N 2.162 -0.063 1.316

Cartesian forces (eV/Å) of the 3 atoms listed first:
0.03 0.05 0.05
0.01 -0.35 0.21
0.04 0.17 -0.05

Highest occupied orbital energy (alpha / beta) = -22.666 / -22.660 eV
Spin multiplicity = 6
⟨S²⟩ = 8.774
Charge = +4
Gap between HOMO and LUMO (alpha / beta) = 6.6 / 5.8 eV

=====

# 6
DFT (wB97M-V/def2-TZVPD) results for C32H35BCoN4O10P3 as an isolated structure.

Geometry (Å):
C -2.395 -3.028 1.945
C -2.346 -0.433 -1.864
H 3.963 -2.501 -1.906
H 5.996 -2.152 0.426
O 2.736 2.981 -0.115
C -0.762 -0.387 6.544
C -3.274 -0.404 2.116
C -2.598 -0.826 0.975
H -1.612 -2.484 0.024
H -4.010 -0.935 4.057
H -6.496 2.201 -1.184
O -0.483 1.887 3.164
O 0.946 1.687 -1.528
H 1.398 0.059 -2.948
H -4.905 0.390 -0.648
C -1.637 0.073 -2.952
N 0.814 -1.239 -1.151
C -5.035 3.763 -0.923
H -0.920 0.871 -2.784
H 1.997 -1.139 1.790
H -2.896 -1.885 -5.410
C 4.932 -2.185 0.663
O -0.033 -0.339 2.941
H -3.399 5.078 -0.419
C -1.842 -0.440 -4.224
C -2.155 -2.148 0.902
C -3.254 1.719 -0.291
H -2.048 -4.052 1.876
C 1.701 -1.350 0.782
C -3.503 -1.283 3.165
H 1.440 4.817 -1.210
H -1.284 -0.040 -5.062
H 3.805 2.713 -4.718
H -1.176 2.888 5.665
C -3.066 -2.597 3.082
H 4.487 -1.272 0.266
B -0.139 0.900 2.211
H 3.096 4.108 -3.874
C -3.255 -1.469 -2.069
C -3.741 4.054 -0.527
O -0.517 2.981 0.580
C -2.822 3.054 -0.200
C -3.449 -1.991 -3.339
C -0.963 1.832 5.579
C -1.034 0.969 6.675
O 4.539 0.331 -3.919
N 0.965 -0.578 0.023
H 5.496 -3.354 -1.764
C 2.838 -3.576 0.457
C 4.295 -3.417 0.026
H -3.600 0.627 2.191
P 1.994 2.771 -1.386
C -0.338 -0.073 4.239
N 1.987 -2.454 0.095
H 2.063 2.764 -4.376
H -4.153 -2.801 -3.487
H 4.832 -2.201 1.751
H -5.715 4.562 -1.194
H -1.310 1.365 7.644
O 1.321 4.148 -1.894
C -1.522 3.705 0.460
N 1.420 -2.358 -1.114
O 4.559 2.798 -2.130
H 2.392 -4.462 0.003
H 3.998 -4.277 -1.951
C -5.470 2.440 -0.929
C -0.406 -0.934 5.309
C 3.295 2.374 -2.644
C -2.744 -1.475 -4.419
H -3.803 -1.878 -1.229
C -0.611 1.281 4.369
P 3.432 0.565 -2.776
H 4.790 -4.314 0.416
C 3.049 3.027 -3.997
O 2.158 0.047 -3.561
Co 0.077 1.154 0.255
H 2.779 -3.673 1.543
C -4.579 1.423 -0.617
H -0.204 -1.990 5.188
H 5.412 0.486 -3.543
H -0.829 -1.030 7.411
P -2.016 0.380 -0.256
H -3.239 -3.280 3.904
H 4.395 2.944 -1.177
O 3.753 -0.124 -1.511
C 4.440 -3.390 -1.492

Cartesian forces (eV/Å) of the 3 atoms listed first:
0.01 0.00 0.00
-0.11 -0.01 0.02
0.02 -0.04 0.01

Highest occupied orbital energy (alpha / beta) = -3.312 / -3.538 eV
Spin multiplicity = 2
⟨S²⟩ = 0.771
Charge = -1
Gap between HOMO and LUMO (alpha / beta) = 5.6 / 5.8 eV

=====

# 7
DFT (wB97M-V/def2-TZVPD) results for a 2-piece molecular cluster, CH4O2S2 overall at a distorted geometry.

Geometry (Å):
S 2.175 -0.179 -0.515
S 0.537 -1.411 -0.599
C -2.293 1.195 0.884
H -1.086 1.154 2.529
O -2.446 0.964 -0.252
H -3.099 1.383 1.657
H 3.214 -0.761 -1.164
O -1.080 1.157 1.477
H -0.441 -0.487 -0.313

Cartesian forces (eV/Å) of the 3 atoms listed first:
0.82 1.55 0.68
-0.83 -0.92 -0.13
-0.40 -0.07 3.32

SMILES = O=CO.SS
Highest occupied orbital energy = -8.179 eV
Charge = 0
Gap between HOMO and LUMO = 8.5 eV

=====

# 8
DFT (wB97M-V/def2-TZVPD) results for a 2-piece molecular cluster, C4H8N2O overall at a distorted geometry.

Geometry (Å):
H -1.070 -3.066 -1.374
N -1.295 -0.187 0.082
H 2.083 1.534 4.039
H -0.712 1.087 1.590
C -0.550 0.792 0.527
H 1.247 1.528 -0.103
H -1.201 -1.976 -2.732
N 0.502 1.023 -0.443
H -2.362 -1.794 -1.355
H 1.247 -0.016 -2.026
C 0.472 0.004 -1.311
O 2.136 2.090 3.262
C -1.298 -1.990 -1.643
C -0.716 -0.731 -1.106
H 1.517 1.702 2.593

Cartesian forces (eV/Å) of the 3 atoms listed first:
0.47 1.60 0.56
0.55 -0.63 -0.72
-0.13 -0.24 0.10

SMILES = Cc1c[nH]cn1.O
Highest occupied orbital energy = -8.524 eV
Charge = 0
Gap between HOMO and LUMO = 9.1 eV